{
  "formula": "C55H56N5NdOP2S2",
  "method": "ωB97M-V/def2-TZVPD",
  "total_energy_ha": -4518.58494,
  "spin_multiplicity": 4,
  "gap_ev": [7.62, 7.70],
  "homo_ev": [-12.3, -12.3],
  "de_lowest_kj_mol": 62.8,
  "total_charge": 2,
  "largest_force_ev_per_a": 1.5,
  "symbols": ["Nd", "C", "N", "C", "C", "C", "C", "C", "C", "N", "C", "C", "C", "C", "C", "C", "N", "C", "C", "C", "C", "C", "N", "H", "H", "H", "H", "H", "H", "H", "H", "H", "H", "H", "H", "H", "H", "H", "H", "H", "H", "C", "C", "P", "C", "C", "C", "C", "C", "C", "C", "C", "C", "C", "C", "C", "P", "C", "C", "C", "C", "C", "C", "C", "C", "C", "C", "C", "C", "H", "H", "H", "H", "H", "H", "H", "H", "H", "H", "H", "H", "H", "H", "H", "H", "H", "H", "H", "H", "H", "H", "H", "H", "S", "C", "C", "C", "C", "C", "C", "C", "C", "C", "N", "H", "H", "H", "H", "H", "H", "O", "H", "H", "C", "S", "C", "H", "H", "H", "H", "H", "H"],
  "coordinates": [[-0.139507, 0.729098, -0.383231], [0.752893, 4.122998, -1.778331], [1.213293, 3.214898, -0.699731], [2.571193, 2.769798, -1.055731], [3.175993, 1.767598, -0.112431], [4.500493, 1.911998, 0.287069], [5.067193, 0.969498, 1.126369], [4.272193, -0.079302, 1.562569], [2.966393, -0.151002, 1.111669], [2.421693, 0.730698, 0.271569], [1.235693, 4.018898, 0.536469], [0.962093, 3.307498, 1.839269], [1.123593, 4.043898, 3.014469], [0.847393, 3.456598, 4.233669], [0.462393, 2.121898, 4.243769], [0.334393, 1.465498, 3.036869], [0.539493, 2.042898, 1.846369], [0.737093, 3.534598, -3.164431], [1.814393, 3.698798, -4.031431], [1.698393, 3.252398, -5.337731], [0.494593, 2.701698, -5.744031], [-0.522907, 2.593298, -4.808431], [-0.401707, 2.963798, -3.542431], [1.401393, 5.010498, -1.806131], [-0.268607, 4.420998, -1.535831], [3.250993, 3.634498, -1.131231], [2.510093, 2.306098, -2.049031], [5.080993, 2.753198, -0.057931], [6.099193, 1.058498, 1.427569], [4.661993, -0.826502, 2.232969], [2.314593, -0.960102, 1.424869], [0.454993, 4.783098, 0.456669], [2.197893, 4.546698, 0.635469], [1.456993, 5.069298, 2.961169], [0.929093, 4.025598, 5.147069], [0.258893, 1.604498, 5.165569], [0.055793, 0.418698, 3.019569], [2.711093, 4.211098, -3.714831], [2.520593, 3.361398, -6.027731], [0.342893, 2.391198, -6.765531], [-1.490707, 2.210398, -5.095931], [-1.159207, -3.619802, 0.740769], [-2.305307, -2.600602, 0.808669], [-1.778007, -0.970402, 1.516869], [-1.712807, -1.481302, 3.278069], [-2.844007, -1.510502, 4.088369], [-2.745407, -1.964702, 5.391769], [-1.530707, -2.401002, 5.896169], [-0.406807, -2.391802, 5.087869], [-0.500007, -1.927702, 3.789869], [-3.329107, 0.003298, 1.555269], [-3.273307, 1.170198, 2.321069], [-4.399307, 1.950798, 2.496069], [-5.589007, 1.599798, 1.875569], [-5.641607, 0.463698, 1.087969], [-4.523607, -0.341102, 0.935069], [0.556593, -2.854802, 0.664269], [1.428693, -3.468602, -0.848531], [2.765593, -3.082102, -0.925131], [3.539893, -3.424502, -2.017031], [2.983893, -4.140202, -3.065731], [1.653793, -4.515102, -3.006131], [0.884293, -4.195602, -1.900331], [1.403293, -4.096702, 1.747569], [2.280093, -3.718902, 2.757069], [2.912193, -4.674402, 3.536869], [2.681293, -6.019302, 3.309269], [1.822093, -6.407302, 2.292969], [1.192693, -5.455002, 1.515369], [-1.318807, -4.298602, -0.098131], [-1.163007, -4.218102, 1.654269], [-3.116607, -2.986602, 1.436369], [-2.723507, -2.394302, -0.178531], [-3.796507, -1.172602, 3.707669], [-3.623707, -1.988902, 6.017569], [-1.460207, -2.749102, 6.914469], [0.537293, -2.753702, 5.463869], [0.376893, -1.915202, 3.158069], [-2.342807, 1.438598, 2.811069], [-4.360707, 2.824698, 3.128369], [-6.468307, 2.213298, 2.003969], [-6.565707, 0.191298, 0.604369], [-4.601507, -1.233602, 0.334869], [3.205993, -2.517502, -0.111631], [4.576593, -3.125002, -2.053931], [3.583593, -4.397002, -3.924731], [1.202793, -5.052102, -3.826131], [-0.143107, -4.527602, -1.876531], [2.481393, -2.672302, 2.950769], [3.581993, -4.372402, 4.329769], [3.164793, -6.765902, 3.919369], [1.644593, -7.455202, 2.105869], [0.538893, -5.768702, 0.714169], [-2.754407, -0.048702, -4.492831], [-3.893907, 0.433098, -3.320731], [-3.322907, 0.741998, -2.118331], [-1.905707, 0.628198, -2.081231], [-1.455307, 0.187998, -3.319431], [-0.088907, -0.097902, -3.688931], [0.251393, -0.538202, -4.979231], [1.554593, -0.867702, -5.273431], [2.512893, -0.782502, -4.266331], [2.115493, -0.311002, -3.031431], [0.862493, 0.035398, -2.727531], [-4.930107, 0.455598, -3.596731], [-3.907707, 1.052398, -1.264531], [-0.518007, -0.622402, -5.731231], [1.825493, -1.191102, -6.266531], [3.536293, -1.070402, -4.441731], [2.830693, -0.230702, -2.219431], [-0.752907, -1.873502, -1.462631], [-0.091807, -2.101502, -2.131931], [-1.599707, -2.173702, -1.813931], [-2.926507, 3.909398, -1.573731], [-2.238607, 3.635698, 0.082969], [-3.374507, 4.719898, 1.002469], [-3.948807, 3.546298, -1.600531], [-2.303807, 3.359898, -2.276031], [-2.900007, 4.971498, -1.799331], [-3.060307, 4.744398, 2.039169], [-4.384507, 4.331998, 0.919369], [-3.322307, 5.718498, 0.579669]],
  "atomic_forces_ev_per_a": [[0.268, -0.094, -0.140], [-0.121, 0.129, -0.293], [0.033, -0.411, 0.097], [0.120, -0.206, -0.119], [0.244, 0.241, -0.011], [-0.174, -0.025, 0.042], [-0.233, -0.090, -0.074], [0.024, 0.120, -0.052], [0.020, -0.205, 0.166], [0.262, 0.047, -0.276], [-0.138, 0.143, 0.206], [0.104, 0.113, 0.051], [-0.050, -0.185, -0.080], [-0.047, -0.063, -0.263], [0.014, 0.055, -0.114], [0.001, -0.214, 0.270], [-0.207, 0.256, -0.127], [0.209, 0.126, -0.147], [-0.131, 0.019, -0.103], [-0.078, -0.045, 0.085], [0.110, 0.188, 0.158], [-0.023, 0.117, -0.420], [0.033, 0.416, 0.145], [-0.081, -0.008, 0.156], [0.204, 0.102, 0.019], [-0.147, -0.122, -0.058], [0.098, 0.087, 0.170], [0.010, 0.108, -0.052], [0.084, -0.014, 0.086], [-0.014, -0.148, 0.089], [0.070, 0.044, -0.003], [0.136, -0.076, -0.094], [-0.151, -0.032, -0.104], [0.025, 0.101, -0.039], [0.057, 0.001, 0.093], [-0.030, -0.130, 0.115], [-0.031, 0.115, 0.050], [0.081, -0.006, 0.114], [0.070, 0.037, -0.091], [-0.066, -0.045, -0.083], [-0.034, -0.070, -0.040], [0.236, 0.259, 0.060], [-0.042, 0.309, -0.211], [-1.354, -0.369, 0.410], [0.400, 0.187, -0.119], [-0.006, 0.055, -0.060], [-0.050, -0.080, 0.045], [0.043, 0.016, -0.022], [0.076, -0.082, 0.121], [-0.027, 0.054, -0.104], [0.233, 0.054, -0.016], [-0.006, -0.085, -0.035], [-0.023, -0.017, 0.090], [0.047, 0.078, -0.044], [-0.108, -0.002, 0.002], [0.119, -0.025, 0.046], [0.271, -1.347, -0.046], [-0.229, 0.379, 0.041], [-0.058, -0.008, 0.040], [0.092, -0.040, -0.016], [0.102, 0.088, -0.010], [0.023, -0.070, -0.119], [-0.014, -0.032, 0.085], [0.039, 0.337, 0.088], [-0.056, 0.060, -0.021], [0.114, -0.076, 0.125], [0.012, 0.043, 0.031], [-0.037, -0.091, -0.049], [0.037, 0.114, 0.065], [0.033, -0.049, 0.073], [0.030, 0.059, -0.119], [0.098, 0.115, -0.127], [-0.069, -0.078, 0.085], [-0.082, 0.012, 0.008], [-0.107, 0.028, 0.058], [-0.014, -0.058, 0.106], [0.131, -0.031, 0.051], [0.102, 0.012, 0.025], [-0.038, 0.056, 0.043], [0.023, 0.087, 0.048], [-0.082, 0.018, 0.029], [-0.127, -0.062, -0.072], [0.011, -0.128, -0.077], [0.062, -0.025, 0.003], [0.120, 0.002, 0.000], [0.062, -0.047, -0.096], [-0.001, -0.147, -0.073], [-0.140, 0.006, 0.037], [-0.051, 0.089, 0.028], [0.047, 0.039, 0.018], [0.069, -0.057, 0.064], [-0.009, -0.103, -0.018], [-0.058, -0.081, -0.069], [0.406, 0.017, 0.734], [0.077, -0.071, -0.016], [-0.164, 0.036, -0.084], [0.285, -0.117, -0.604], [-0.853, 0.097, 0.073], [0.337, -0.214, -0.251], [0.025, 0.041, 0.339], [0.050, 0.029, 0.268], [-0.149, 0.128, -0.072], [0.431, -0.153, 0.067], [-0.528, 0.175, -0.083], [-0.284, 0.027, 0.030], [-0.100, 0.059, -0.003], [-0.044, 0.006, -0.068], [0.021, -0.086, -0.089], [0.106, 0.026, 0.030], [0.038, 0.009, -0.024], [0.028, 0.040, 0.177], [-0.075, -0.049, 0.072], [-0.005, 0.293, -0.107], [0.158, -0.054, 0.319], [-0.175, 0.162, -0.277], [0.291, -0.320, -0.182], [-0.082, -0.030, -0.075], [-0.090, 0.025, -0.052], [0.004, 0.110, -0.060], [-0.013, 0.009, 0.142], [-0.090, -0.018, 0.066], [0.036, 0.081, -0.002]]
}